Density functional theory data (ωB97M-V/def2-TZVPD) for a structure of composition C44H69BaN17 in a non-equilibrium geometry.

Geometry as XYZ:
```
131
Properties=species:S:1:pos:R:3:forces:R:3:lowdin_charge:R:1
Ba -0.2006 -0.2632 -0.0665 1.002 0.190 0.453 1.7283
C 0.0360 -5.5612 -3.5160 -0.055 -0.161 0.045 -0.0515
N -0.1690 -4.1280 -3.4932 0.156 0.009 0.076 -0.1651
C -0.4263 -3.5594 -4.7972 -0.099 0.194 -0.040 -0.0523
C 0.1063 -3.3837 -2.3659 -0.290 -0.030 -0.038 -0.4160
N -0.6240 -2.3947 -1.9369 0.275 0.364 0.189 -0.0370
C -1.8990 -2.1706 -2.5837 -0.184 -0.121 -0.140 -0.2387
C -2.8892 -1.4197 -1.7012 0.080 -0.523 -0.439 -0.2104
N -2.5442 -0.0475 -1.2937 -0.554 -0.046 -0.265 -0.3433
C -2.4028 0.8230 -2.4659 0.159 0.408 -0.217 -0.1679
C -1.7211 2.1678 -2.2025 -0.147 0.293 -0.039 -0.2201
N -0.2690 2.1372 -2.2046 0.196 -0.504 0.252 0.0534
C 0.3382 3.0723 -2.8609 -0.227 -0.022 -0.097 -0.4022
N -0.2306 3.8488 -3.8745 -0.140 -0.129 0.066 -0.2271
C -0.5692 5.2310 -3.6328 -0.011 0.052 -0.016 -0.0516
C -0.8461 3.2327 -5.0228 -0.005 -0.023 -0.026 -0.0589
N 1.6446 3.3670 -2.6339 0.116 0.040 0.062 -0.1308
C 2.4164 4.2079 -3.5170 0.154 0.109 -0.211 -0.0389
C 2.3367 3.0186 -1.4213 0.000 -0.006 0.186 -0.0552
C -3.6678 0.3696 -0.4425 -0.229 0.364 0.431 -0.1936
C -3.5693 1.6988 0.3113 -0.152 0.092 -0.090 -0.2150
N -2.2506 1.9745 0.8428 0.445 -0.427 -0.088 0.0180
C -2.1625 2.7243 1.8872 -0.406 -0.256 -0.156 -0.3944
N -0.9505 3.1769 2.2924 0.186 0.111 0.085 -0.1250
C -0.7405 3.7962 3.5827 -0.236 0.092 0.179 -0.0311
C 0.1340 3.3176 1.3502 0.093 -0.118 -0.052 -0.0496
N -3.3370 3.1392 2.5545 0.235 0.238 0.184 -0.2036
C -3.5871 2.8596 3.9501 -0.170 -0.111 0.036 -0.0727
C -3.8331 4.4289 2.1182 -0.053 0.067 -0.022 -0.0496
N 1.1967 -3.7860 -1.6635 0.136 -0.059 -0.018 -0.1493
C 2.4042 -4.2036 -2.3369 0.147 -0.144 -0.110 -0.0439
C 1.3646 -3.5531 -0.2526 -0.293 0.119 -0.005 -0.0841
H -0.8461 -6.0288 -3.9609 0.048 -0.042 0.027 0.0993
H 0.1510 -5.9333 -2.5023 0.014 -0.069 0.005 0.0980
H 0.9067 -5.8523 -4.1124 0.011 0.012 0.034 0.0904
H 0.2685 -3.9941 -5.5207 0.000 0.007 -0.012 0.0974
H -0.2596 -2.4871 -4.7876 -0.034 0.095 -0.010 0.0778
H -1.4442 -3.7683 -5.1368 0.006 0.056 -0.042 0.0980
H -2.3678 -3.1355 -2.8300 -0.041 0.182 -0.051 0.1341
H -1.7710 -1.6362 -3.5326 -0.111 -0.088 0.042 0.0958
H -3.0135 -2.0093 -0.7909 -0.101 -0.021 0.097 0.1120
H -3.8533 -1.4215 -2.2354 0.009 0.026 0.130 0.1390
H -3.3957 1.0193 -2.8937 -0.022 -0.107 -0.064 0.1381
H -1.8052 0.3064 -3.2153 -0.054 -0.046 -0.086 0.1073
H -1.9925 2.5182 -1.2120 -0.191 0.107 -0.097 0.0699
H -2.1089 2.8903 -2.9243 -0.078 -0.061 0.023 0.1043
H -0.0291 5.6019 -2.7657 0.074 0.063 0.046 0.0928
H -1.6444 5.3500 -3.4405 0.045 0.013 -0.003 0.0915
H -0.3126 5.8468 -4.4980 0.031 0.047 0.014 0.0947
H -0.5594 2.1839 -5.0590 -0.049 -0.073 -0.070 0.0921
H -0.4782 3.7255 -5.9285 -0.073 -0.073 -0.033 0.0950
H -1.9400 3.3054 -5.0229 -0.023 -0.023 0.012 0.0879
H 2.5521 5.2058 -3.0926 0.032 0.065 -0.027 0.0968
H 1.9251 4.2923 -4.4802 0.068 0.042 0.006 0.0930
H 3.4025 3.7623 -3.6587 0.037 0.027 -0.013 0.0935
H 2.5814 3.9249 -0.8557 0.000 -0.004 0.041 0.1037
H 3.2753 2.5112 -1.6608 -0.055 -0.019 0.059 0.0901
H 1.7151 2.3627 -0.8209 0.093 0.022 0.009 0.0379
H -3.8143 -0.4195 0.2956 0.012 -0.066 -0.048 0.0997
H -4.5923 0.4165 -1.0397 0.062 -0.113 -0.005 0.1363
H -4.3195 1.6791 1.1146 0.040 -0.016 -0.262 0.1273
H -3.8589 2.5188 -0.3575 -0.072 -0.066 0.014 0.1181
H 0.3268 3.9608 3.7187 -0.013 -0.020 -0.017 0.0918
H -1.2454 4.7627 3.6630 0.019 0.002 0.076 0.0943
H -1.0858 3.1407 4.3812 0.087 0.120 0.066 0.0799
H 0.4005 4.3758 1.2575 0.069 -0.042 -0.033 0.1081
H -0.1843 2.9467 0.3812 0.040 0.039 -0.113 0.0434
H 1.0154 2.7664 1.6838 0.103 -0.002 -0.063 0.0703
H -3.0238 1.9829 4.2633 -0.003 -0.073 0.094 0.0818
H -4.6529 2.6408 4.0568 0.030 -0.040 0.149 0.0951
H -3.3556 3.7021 4.6142 0.095 -0.070 -0.014 0.0881
H -3.6137 4.5647 1.0606 -0.080 0.062 -0.059 0.0927
H -3.3970 5.2692 2.6756 0.012 -0.015 -0.010 0.0880
H -4.9137 4.4506 2.2607 -0.053 0.104 -0.057 0.0974
H 2.3127 -4.0708 -3.4101 -0.002 -0.013 -0.078 0.0933
H 2.6290 -5.2511 -2.1274 0.111 -0.034 -0.021 0.0974
H 3.2383 -3.5890 -1.9880 0.042 -0.023 -0.013 0.0890
H 0.3979 -3.4946 0.2371 -0.095 -0.049 0.074 0.0436
H 1.9228 -2.6375 -0.0339 0.150 0.080 -0.004 0.0561
H 1.9205 -4.3970 0.1591 0.011 0.084 0.164 0.1028
C 1.7236 -0.4330 -3.3921 0.024 0.121 -0.015 -0.0186
C 2.8854 -0.4220 -2.4640 0.454 -0.212 -0.292 -0.3261
C 4.1717 -0.7122 -2.9212 0.066 0.012 0.168 -0.0076
C 5.2378 -0.6263 -2.0450 -0.247 0.079 0.077 -0.0237
C 4.9923 -0.1921 -0.7504 -0.205 0.022 0.013 0.0007
C 3.6790 0.0887 -0.3726 0.605 -0.253 -0.315 -0.2482
N 2.6500 -0.0795 -1.2023 -0.480 0.095 0.340 0.0814
C 3.4019 0.6236 0.9771 0.393 0.409 0.295 -0.2313
C 4.3127 1.4989 1.5743 -0.195 -0.082 -0.003 0.0102
C 4.0483 1.9690 2.8486 -0.026 -0.224 -0.031 -0.0168
C 2.9229 1.5106 3.5075 -0.102 -0.014 -0.262 -0.0001
C 2.0571 0.6447 2.8337 0.523 0.308 0.276 -0.2598
N 2.2812 0.2492 1.5845 -0.415 -0.270 -0.279 0.1011
C 0.8881 0.0853 3.5339 -0.165 0.006 0.774 -0.2587
C 0.9950 -0.2021 4.8937 -0.103 -0.039 -0.178 -0.0097
C -0.0853 -0.7772 5.5405 0.048 0.079 -0.149 -0.0260
C -1.2437 -0.9933 4.8218 0.149 -0.019 -0.098 -0.0075
C -1.2771 -0.6511 3.4696 -0.218 -0.143 0.690 -0.3391
C -2.5237 -0.8430 2.6861 -0.085 0.081 -0.138 -0.0393
N -0.2246 -0.1415 2.8426 0.074 0.211 -0.422 0.0642
H 1.9999 -0.8526 -4.3549 -0.070 -0.035 -0.113 0.0903
H 1.3805 0.5932 -3.5196 -0.094 0.035 -0.109 0.0684
H 0.9082 -1.0000 -2.9537 -0.178 -0.110 -0.078 0.0352
H 4.3319 -1.0045 -3.9467 -0.051 -0.024 -0.124 0.1195
H 6.2390 -0.8771 -2.3646 0.050 0.011 -0.005 0.1206
H 5.8006 -0.0960 -0.0430 0.044 0.021 0.078 0.1173
H 5.1919 1.8260 1.0448 0.092 0.006 -0.100 0.1199
H 4.7235 2.6555 3.3344 0.069 0.111 0.018 0.1219
H 2.7042 1.8513 4.5061 -0.079 -0.020 0.109 0.1192
H 1.9143 -0.0270 5.4271 0.128 0.016 0.002 0.1174
H -0.0175 -1.0472 6.5832 -0.018 -0.002 0.114 0.1188
H -2.1100 -1.4332 5.2919 -0.110 -0.002 -0.008 0.1199
H -2.7758 0.0841 2.1826 -0.136 0.099 0.023 0.0461
H -3.3422 -1.1504 3.3314 -0.110 -0.044 -0.070 0.1003
H -2.3509 -1.6216 1.9464 -0.122 -0.075 -0.099 0.0375
N -1.3267 -5.1832 3.5680 0.272 0.199 0.064 0.1180
C -2.5276 -5.3157 2.9363 -0.367 0.075 -0.189 -0.0694
C -2.5435 -4.3585 1.9620 -0.217 -0.463 0.191 -0.1344
N -1.3852 -3.6533 1.9810 0.709 0.235 0.074 0.0944
C -0.6613 -4.1573 2.9614 -0.672 -0.209 -0.332 -0.2710
C 0.6602 -3.7150 3.3080 0.691 0.218 0.186 -0.2707
N 1.3282 -2.7675 2.6822 -0.709 -0.278 -0.291 0.1256
C 2.5363 -2.6953 3.2889 0.264 -0.256 0.376 -0.1393
C 2.6095 -3.5992 4.3102 0.345 0.235 -0.096 -0.0689
N 1.4120 -4.2490 4.3154 -0.245 -0.023 -0.067 0.1207
H -1.0202 -5.7520 4.3413 -0.019 0.073 -0.101 0.1587
H -3.2503 -6.0453 3.2373 -0.128 -0.165 0.024 0.1170
H -3.3127 -4.1509 1.2432 -0.179 -0.018 -0.062 0.1032
H 3.2808 -2.0062 2.9485 0.267 0.171 0.007 0.1001
H 3.3828 -3.8285 5.0119 0.199 -0.073 0.141 0.1157
H 1.1771 -4.9980 4.9459 -0.047 0.071 -0.064 0.1575
```
Positions in Å, forces in eV/Å.

Calculated values
Lowest unoccupied orbital energy = -4.3 eV
Orbital gap = 8.00 eV
Net charge = +2
DFT total energy = -2674.0730 a.u.
HOMO energy = -12.29 eV